23
Properties=species:S:1:pos:R:3 method="wB97M-V/def2-TZVPD" orbital_gap_ev="5.55 / 7.38" relative_energy_kj_mol=169.32 molar_mass_g_mol=154.20 spin_multiplicity=3 e_lumo_ev="-2.9 / -6.4" total_charge=+1 homo_ev="-8.5 / -13.8"
C -2.7601 0.7513 1.1381
C -1.0067 0.1637 0.1790
C -0.5065 2.0891 -1.1095
C 0.9590 1.7145 -0.7608
C 0.3286 -0.7384 -0.4117
C 1.3030 -2.7611 0.7434
N -1.8244 -0.2256 1.1066
N -2.4873 1.7260 0.2997
N -1.3563 1.3877 -0.2504
N 1.2036 0.2172 -1.0050
N 0.7969 -1.3850 0.8588
H -3.5105 0.9654 1.8480
H -0.3696 3.1642 -1.0252
H -0.9071 1.8815 -2.0639
H 1.5699 2.2186 -1.5790
H 1.2716 2.1444 0.1598
H -0.0521 -1.5985 -0.9823
H 2.4049 -2.7789 0.3013
H 1.2914 -3.1739 1.8627
H 0.7549 -3.5455 0.0434
H 1.3527 0.1233 -2.0378
H 1.5880 -0.7772 1.2512
H -0.0437 -1.5627 1.4337

20
Properties=species:S:1:pos:R:3 method="wB97M-V/def2-TZVPD" orbital_gap_ev=5.89 relative_energy_kj_mol=162.12 molar_mass_g_mol=114.17 e_lumo_ev=3.8 total_charge=-1 homo_ev=-2.1
C -1.9238 -1.7905 -0.7234
O -2.3296 -2.9263 -0.5910
C -0.7298 -1.1584 -0.0688
C -0.6095 0.3381 -0.2242
C 0.8324 0.7521 0.0163
C 1.5650 1.1864 -1.0638
C 2.5688 0.6487 1.5673
N 1.1704 0.6085 1.2941
H -2.2350 -1.2930 -1.6664
H -4.2092 0.7040 0.0351
H -0.2706 -1.6030 0.8065
H -0.3355 -1.7400 -0.9681
H -1.2579 0.7942 0.5316
H -1.0378 0.6850 -1.1692
H 2.6436 1.2712 -1.0862
H 1.1208 1.3579 -2.0404
H 3.1706 -0.2462 1.3050
H 2.7387 0.8741 2.6229
H 3.1168 1.3913 0.9513
H -3.9886 0.1459 0.4715

20
Properties=species:S:1:pos:R:3 method="wB97M-V/def2-TZVPD" orbital_gap_ev=7.50 relative_energy_kj_mol=100.74 molar_mass_g_mol=114.17 e_lumo_ev=-3.7 smiles="[NH3+]CC/C=C/C=C/O" total_charge=+1 homo_ev=-11.2
N 2.9120 0.3781 -1.3238
C 2.4738 -0.7247 -0.3818
C 0.9663 -0.9749 -0.5210
C 0.0762 0.0041 0.2375
C -1.2381 -0.1892 0.2819
C -2.1897 0.7242 0.8749
C -3.4773 0.4253 1.0904
O -4.2175 1.4380 1.6500
H 3.8042 0.0887 -1.7347
H 3.0469 1.2544 -0.8228
H 2.2738 0.4833 -2.1183
H 3.0469 -1.6206 -0.5976
H 2.7534 -0.4837 0.6409
H 0.7579 -0.8874 -1.6014
H 0.7725 -2.0341 -0.3561
H 0.6429 0.8422 0.6289
H -1.6433 -1.0378 -0.2555
H -1.8170 1.6608 1.2607
H -4.0595 -0.4476 0.8290
H -4.8845 1.1011 2.2190

20
Properties=species:S:1:pos:R:3 method="wB97M-V/def2-TZVPD" orbital_gap_ev=9.15 relative_energy_kj_mol=187.69 molar_mass_g_mol=114.17 e_lumo_ev=-4.1 smiles="C=CCC[C@H]([NH3+])C=O" total_charge=+1 homo_ev=-13.3
C 0.2160 1.7640 2.5799
C 0.7293 1.0889 1.5694
C 0.2897 -0.3570 1.4500
C -0.5484 -0.6598 0.1673
C 0.0962 -0.1939 -1.1233
N -0.8363 0.2602 -2.2259
C 0.8817 -1.3802 -1.7266
O 0.1537 -2.1893 -2.2550
H 0.1155 2.8117 2.8322
H -0.5147 1.2885 3.2366
H 1.4131 1.4219 0.8195
H -0.3240 -0.7755 2.2702
H 1.1540 -1.0300 1.7319
H -0.9429 -1.6791 0.1909
H -1.5683 -0.2266 0.3735
H 0.8657 0.5598 -0.9568
H -1.1473 -0.6362 -2.6323
H -0.2780 0.7827 -2.9006
H -1.7169 0.6362 -1.8664
H 1.9622 -1.4863 -1.5345

20
Properties=species:S:1:pos:R:3 method="wB97M-V/def2-TZVPD" orbital_gap_ev="8.04 / 8.04" relative_energy_kj_mol=267.11 molar_mass_g_mol=114.17 e_lumo_ev="-4.5 / -4.5" total_charge=+1 homo_ev="-12.5 / -12.5"
C 1.9350 0.2509 -0.5629
C 1.2920 -0.1767 0.6070
C -1.1043 -0.1995 0.5288
C -2.3905 -0.9531 2.5742
C 2.3861 1.0221 -2.9154
C -2.4000 -0.4818 1.1387
N 1.4966 0.6450 -1.7862
O -0.0149 -0.4159 1.0095
H 3.0477 0.2543 -0.3352
H 1.8738 -0.5068 1.4439
H -1.1457 0.1981 -0.4814
H -3.4923 -0.9296 2.8706
H -2.0966 -0.1724 3.2545
H -1.9943 -2.0129 2.7149
H 3.4847 0.8940 -2.6083
H 2.2660 0.3916 -3.6930
H 2.1031 2.0144 -3.2421
H -2.8333 0.5445 1.0389
H -2.9480 -0.9952 0.2986
H 0.5349 0.6292 -1.8550

21
Properties=species:S:1:pos:R:3 method="wB97M-V/def2-TZVPD" orbital_gap_ev="6.98 / 7.04" relative_energy_kj_mol=519.66 molar_mass_g_mol=130.17 e_lumo_ev="-6.6 / -6.5" total_charge=+1 homo_ev="-13.6 / -13.6"
C -2.2173 -0.0775 0.2669
C -0.5543 1.4434 -0.0826
C 0.5404 0.1989 0.0591
C 1.8886 1.0087 -0.1316
C 0.5033 -0.5451 1.3638
C 0.2937 -1.7705 -1.3983
N 0.2549 -0.4179 -1.0935
O -1.7754 1.1401 0.4402
O -3.4441 -0.3584 0.4685
H -0.1278 2.2337 0.5884
H -0.5834 1.7247 -1.1912
H 1.7686 2.1096 -0.1418
H 2.3781 0.7533 -1.0786
H 2.4417 0.7640 0.7093
H 1.0923 -0.0620 2.2369
H 1.1056 -1.4869 1.2616
H -0.5542 -0.8138 1.5943
H 0.0971 -2.3189 -0.4495
H 1.2742 -1.9577 -1.8778
H -0.3195 -1.9192 -2.2130
H -4.0626 0.3515 0.6691

21
Properties=species:S:1:pos:R:3 method="wB97M-V/def2-TZVPD" orbital_gap_ev=11.03 relative_energy_kj_mol=142.81 molar_mass_g_mol=130.17 e_lumo_ev=-4.1 total_charge=+1 homo_ev=-15.1
C -3.4183 -3.6771 -1.2925
C 2.2026 0.7863 -0.6136
C 0.7727 2.3038 0.6756
C 0.9381 -0.0812 1.4718
C -1.1918 -0.3367 -0.4459
C 0.9744 0.8648 0.2545
N -3.0736 -2.6069 -1.2649
O -2.0166 -0.3233 -1.3889
O -0.2120 0.5574 -0.6082
H -3.8662 -4.7372 -1.1852
H 2.0352 1.3847 -1.5332
H 3.1382 1.1843 -0.1383
H 2.3104 -0.3171 -0.8521
H 0.4949 2.1820 1.6734
H -0.0911 2.6073 0.0853
H 1.6814 2.9254 0.6209
H 1.7423 0.4891 2.1267
H -0.0675 -0.1303 1.9929
H 1.3292 -0.9975 1.3533
H -1.1841 -0.9029 0.4599
H -2.4981 -1.1748 -1.3915

24
Properties=species:S:1:pos:R:3 method="wB97M-V/def2-TZVPD" orbital_gap_ev=6.67 relative_energy_kj_mol=502.04 molar_mass_g_mol=178.16 e_lumo_ev=2.8 smiles="N[C@H](COCOCCO)C(=O)[O-]" total_charge=-1 homo_ev=-3.8
N -0.1294 2.2189 2.5109
C -0.8890 2.3828 1.1884
C -1.7875 1.0802 0.7697
O -1.5312 0.5409 -0.5735
C -1.1058 -0.8779 -0.5239
O -0.4031 -1.2061 -1.7758
C 1.0564 -1.2644 -1.5990
C 1.5537 -2.8431 -1.4116
O 1.8448 -2.9983 0.0342
C 0.1761 2.8983 0.0571
O 0.2599 4.2458 -0.1225
O 1.0870 2.0699 -0.7465
H 0.8961 2.1081 2.3539
H -0.5381 1.4543 3.0917
H -1.6423 3.2882 1.3818
H -2.9267 1.4373 0.7700
H -1.7484 0.2185 1.5936
H -2.1066 -1.5234 -0.5015
H -0.5023 -1.1572 0.4505
H 1.4696 -0.6135 -0.7076
H 1.6339 -0.8722 -2.5672
H 0.7348 -3.5812 -1.8168
H 2.5181 -3.0330 -2.0874
H 2.0799 -3.9730 0.2316

20
Properties=species:S:1:pos:R:3 method="wB97M-V/def2-TZVPD" orbital_gap_ev="6.02 / 9.55" relative_energy_kj_mol=0.00 molar_mass_g_mol=129.14 spin_multiplicity=3 e_lumo_ev="-0.1 / -0.3" homo_ev="-6.1 / -9.9"
C -0.0928 -0.1299 0.0530
C 0.5447 0.0657 1.4425
C -1.5227 -0.3799 -0.0926
C 0.1445 1.2407 -0.7051
C 2.0909 -0.0455 1.4219
C -2.0129 -1.4505 -0.9471
N 0.0841 -0.7408 2.4099
P -1.1326 -1.6410 2.6269
H 0.3147 -0.9810 -0.6025
H 0.1514 1.0274 1.7061
H -2.2577 0.2312 0.4842
H 1.1806 1.6882 -0.6532
H -0.5842 1.9747 -0.1560
H -0.1519 1.1202 -1.7004
H 2.4068 0.1161 2.5355
H 2.6551 0.7831 0.9047
H 2.6702 -0.9595 1.1658
H -1.5595 -1.2139 -1.8693
H -3.0231 -1.4527 -0.9170
H -1.6178 -2.4135 -0.8284

20
Properties=species:S:1:pos:R:3 method="wB97M-V/def2-TZVPD" orbital_gap_ev="6.98 / 6.98" relative_energy_kj_mol=231.30 molar_mass_g_mol=130.24 e_lumo_ev="-5.7 / -5.7" total_charge=+1 homo_ev="-12.7 / -12.6"
C 1.1245 -0.5089 1.2183
C 2.0748 -0.4763 0.2105
C 0.6199 0.6655 -1.7889
C 0.3877 1.5746 -2.9240
C -1.7949 -1.2781 1.0022
C -1.0627 -0.4473 2.0495
N 0.0351 0.2623 1.4008
S 2.1140 0.7663 -0.9507
H 1.1112 -1.4568 1.7503
H 2.9922 -0.9124 0.4076
H -0.1282 0.0335 -1.3278
H -0.5211 2.2798 -2.8206
H 0.2833 0.8401 -3.8153
H 1.2466 2.2266 -3.0589
H -2.4648 -2.0871 1.3706
H -2.4863 -0.4811 0.5618
H -1.1058 -1.6640 0.2301
H -0.6904 -0.9000 2.9731
H -1.7231 0.3427 2.3435
H -0.0117 1.2206 1.1679